No. 1
This record from the Open Molecules 2025 dataset describes a gas-phase ion, C3H9N2 (charge +1). The level of theory is ωB97M-V/def2-TZVPD.

Geometry as XYZ:
```
14
Properties=species:S:1:pos:R:3:forces:R:3
C 0.9507 -0.5488 -0.1174 -5.3 -1.9 1.7
C -0.4993 1.4199 0.2941 -2.3 -1.0 2.1
C -1.3125 -1.0629 -0.0989 0.2 0.8 2.8
N -0.2721 -0.0510 0.2517 3.6 -0.6 -2.0
N 2.0618 0.0496 -0.2795 2.5 -0.7 0.3
H 0.6996 -1.6354 -0.1850 2.1 0.6 -0.2
H -0.5679 1.7861 -0.7083 -0.2 0.5 -0.6
H -1.5734 1.4735 0.8309 2.7 0.6 -1.2
H 0.3105 1.9711 0.8606 -1.1 -0.9 -0.4
H -2.1803 -0.6412 0.3291 -1.4 -0.1 0.3
H -1.4430 -1.2190 -1.1053 -0.2 0.1 -2.5
H -1.1133 -2.0480 0.3565 0.1 0.6 0.2
H 2.9429 -0.5541 -0.1419 -1.6 1.9 -0.7
H 1.9964 1.0601 -0.2866 1.0 0.0 0.1
```
Positions in Å, forces in eV/Å.

charge	+1
strongest force on any atom	5.9	eV/A
gap between HOMO and LUMO	11.37	eV
HOMO	-0.5532	hartree
LUMO energy	-3.7	eV
SMILES string	CN(C)C=[NH2+]

---

No. 2
This record from the Open Molecules 2025 dataset describes 2 unconnected molecules or ions with the total composition C4H11N2. The level of theory is ωB97M-V/def2-TZVPD.

Geometry as XYZ:
```
17
Properties=species:S:1:pos:R:3:forces:R:3
C 1.0434 0.9111 -2.7134 -0.3 0.3 -0.1
N 1.1083 0.7853 -1.4600 -0.4 -0.3 0.4
H 0.4881 0.1616 -3.2714 0.1 0.0 -0.1
H 1.4288 1.7642 -3.2687 0.3 -0.1 0.0
H 1.6008 1.5073 -0.9498 0.3 0.4 -0.3
C 0.7327 -0.0348 1.9910 -0.6 -0.7 0.0
C -0.3438 -0.9661 1.3940 1.0 0.7 0.0
C -2.0099 -0.4420 -0.2637 0.2 0.0 0.3
N -0.8008 -0.4054 0.1133 -0.3 0.3 -0.1
H 1.6211 -0.0018 1.3674 0.1 0.1 0.0
H 0.3087 0.9552 2.1460 0.2 0.1 0.0
H 1.0000 -0.4564 2.9582 0.1 0.1 0.0
H 0.0890 -1.9375 1.1588 -0.2 -0.1 0.3
H -1.1733 -1.0051 2.0928 -0.2 -0.4 -0.2
H -2.3273 0.0491 -1.1735 0.1 -0.1 -0.1
H -2.7208 -0.9605 0.3699 -0.2 0.1 -0.1
H -0.0447 0.0758 -0.4910 -0.1 -0.3 0.0
```
Positions in Å, forces in eV/Å.

charge	+1
strongest force on any atom	1.2	eV/A
gap between HOMO and LUMO	10.62	eV
HOMO	-0.5471	hartree
LUMO energy	-4.3	eV

---

No. 3
This record from the Open Molecules 2025 dataset describes a molecular structure, C35H34Co2NO7Si. The level of theory is ωB97M-V/def2-TZVPD.

Geometry as XYZ:
```
80
Properties=species:S:1:pos:R:3:forces:R:3
C -2.0440 -1.9738 -3.0065 0.1 -0.1 0.0
Si -2.2887 -1.3254 -1.2755 0.7 0.7 0.3
C -4.1067 -1.1035 -1.0493 -0.6 -0.2 0.2
C -1.5837 -2.4287 0.0514 -0.1 -0.3 -0.1
O -1.4492 0.1294 -1.1800 -0.2 0.1 -0.3
C -1.8125 1.3973 -0.6682 0.3 -0.2 -0.6
C -2.7967 2.1121 -1.6476 0.3 0.2 0.4
C -3.0076 1.6720 -2.9619 -0.4 -0.1 0.3
C -4.0998 2.1747 -3.6883 0.6 0.1 0.1
C -4.8794 3.2071 -3.1654 0.1 -0.3 0.0
C -4.5511 3.7620 -1.9275 0.3 0.1 -0.2
C -3.4912 3.2434 -1.1873 -0.1 -0.3 -0.3
C -2.4378 1.2289 0.7250 -0.4 -0.7 0.0
C -3.7869 1.3842 1.0653 0.0 0.4 0.3
C -4.1828 1.2249 2.4004 -0.2 0.0 -0.2
C -3.2417 0.9773 3.4088 -0.1 0.2 -0.5
C -1.9185 0.7403 3.0461 -0.5 -0.3 0.0
C -1.6062 0.6854 1.6908 0.5 0.3 -0.1
C -0.5101 2.2997 -0.6532 -0.8 0.7 0.3
C 0.0028 2.5282 -2.0565 0.2 -0.3 -0.7
C 1.3939 3.1376 -1.8668 0.0 0.5 -0.5
C 1.7925 2.8484 -0.4197 0.0 0.1 -0.2
N 0.7088 2.0072 0.1551 -0.8 1.3 -0.2
H -2.3931 -3.0124 -3.0449 0.0 0.1 -0.1
H -2.6410 -1.3885 -3.7139 0.0 -0.1 0.1
H -0.9990 -1.9399 -3.3270 -0.2 0.0 0.1
H -4.5896 -2.0460 -1.3456 0.0 0.1 0.0
H -4.3877 -0.8933 -0.0137 0.0 -0.1 -0.1
H -4.5080 -0.3079 -1.6853 0.0 -0.1 0.0
H -1.9531 -3.4496 -0.1205 0.1 0.1 0.2
H -0.4840 -2.4470 0.0458 -0.3 0.0 -0.1
H -1.9043 -2.1054 1.0498 0.0 0.0 -0.2
H -2.3390 0.9221 -3.4097 -0.5 0.2 0.4
H -4.3013 1.7566 -4.6774 0.0 0.2 0.3
H -5.7387 3.5692 -3.7237 0.1 0.0 0.1
H -5.1112 4.6093 -1.5414 0.0 -0.1 -0.1
H -3.2240 3.6844 -0.2220 -0.2 -0.2 -0.3
H -4.5293 1.6006 0.2925 0.2 0.1 0.4
H -5.2453 1.3243 2.6398 0.3 0.0 0.0
H -3.5436 0.9208 4.4494 0.0 0.1 -0.1
H -1.1407 0.5958 3.7886 -0.2 -0.4 -0.2
H -0.6934 0.2161 1.3367 0.0 0.5 0.3
H -0.8833 3.2609 -0.2664 -0.2 0.1 -0.1
H 0.0466 1.5629 -2.5916 0.1 0.3 0.2
H -0.6645 3.1920 -2.6259 0.3 -0.3 0.2
H 2.1311 2.7444 -2.5835 -0.3 0.0 0.3
H 1.3458 4.2247 -2.0264 0.0 -0.2 0.0
H 2.7332 2.2976 -0.4274 -0.2 0.2 0.2
H 1.9147 3.7945 0.1496 0.0 -0.5 -0.2
H 0.5374 2.3458 1.1030 -0.2 -0.1 -0.3
O 4.0862 -0.0080 -1.6762 -0.8 0.2 0.8
C 3.3121 -0.2111 -0.7975 0.1 -1.1 1.4
Co 1.7640 -0.5697 0.0537 0.1 0.3 -2.4
C 1.5164 0.6359 1.6303 1.2 -2.4 0.1
O 0.8605 0.5884 2.6583 -0.6 1.0 0.4
C 1.2822 -1.0242 -1.5907 -0.4 -0.3 -1.4
O 1.1319 -1.1640 -2.7396 0.2 0.2 1.6
C 3.5263 -1.1030 0.7453 0.2 0.9 -0.4
C 4.1981 -2.3747 0.5386 -0.2 -0.7 0.4
C 3.8836 -3.1419 -0.5891 0.6 -0.4 -0.1
C 4.6815 -4.2373 -0.9198 0.0 0.2 0.1
C 5.7480 -4.6077 -0.0986 0.1 0.1 0.3
C 5.9590 -3.9400 1.1183 -0.3 0.0 -0.3
C 5.1625 -2.8442 1.4554 0.6 0.0 -0.6
C 3.4005 -0.4280 1.9451 -0.3 -1.8 1.4
C 2.9395 1.0012 1.7710 1.4 2.1 0.5
Co 2.7268 -1.5898 3.5693 0.7 0.7 -1.3
C 1.0056 -1.9398 3.4402 -1.7 -0.1 0.2
O -0.1252 -2.1566 3.3175 1.6 0.1 0.1
C 3.1828 -3.2696 3.5687 0.4 -2.6 -1.1
O 3.3946 -4.4103 3.5544 -0.2 1.4 0.5
C 2.9977 -1.0239 5.2092 -0.2 2.0 1.9
O 3.1850 -0.6681 6.2977 -0.1 -0.8 -1.2
H 3.0383 -2.8745 -1.2257 0.4 0.1 0.2
H 4.4944 -4.7672 -1.8512 0.0 0.0 0.2
H 6.4367 -5.3986 -0.4050 -0.3 0.1 0.1
H 6.7636 -4.2497 1.7916 -0.3 0.0 -0.2
H 5.3573 -2.3019 2.3863 -0.1 -0.1 -0.6
H 3.0765 1.6752 2.6329 0.3 -0.4 0.2
H 3.4752 1.4427 0.9118 -0.5 -0.2 0.4
```
Positions in Å, forces in eV/Å.

charge	-1
strongest force on any atom	2.8	eV/A
gap between HOMO and LUMO	3.92	eV
HOMO	-0.1033	hartree
LUMO energy	1.1	eV

---

No. 4
This record from the Open Molecules 2025 dataset describes 21 unconnected molecules or ions with the total composition C32H42Cl61NO6S. The level of theory is ωB97M-V/def2-TZVPD.

Geometry as XYZ:
```
143
Properties=species:S:1:pos:R:3:forces:R:3
C 0.2805 0.5521 -1.4177 -0.5 -1.0 -1.1
C -0.5040 -0.0507 -0.1105 2.1 -0.7 1.1
C 0.4000 0.4180 1.2162 -0.1 0.1 -0.8
N 0.8287 1.8727 0.9923 0.9 -0.9 1.7
C -0.5832 -1.6866 -0.0385 0.5 -0.3 0.8
C 0.7477 -2.4618 -0.6397 -0.9 -0.4 0.8
C 0.4922 -4.0835 -0.3197 0.0 0.7 -0.4
C -0.1110 -4.7783 -1.7048 -0.5 0.5 2.9
S 1.1956 -5.1160 -3.0076 -2.2 -4.3 -7.1
O 0.6158 -4.6288 -4.3748 2.0 -0.5 5.3
O 1.5039 -6.6339 -3.1740 -0.6 5.2 2.1
Cl 2.9915 -4.0936 -2.7172 -1.0 -0.5 0.4
O -1.8513 0.4945 0.1173 -0.7 0.0 -4.0
C -2.6018 0.6818 -1.1337 -2.5 6.1 -0.3
O -3.1873 1.9004 -1.2997 3.6 -7.9 1.2
C -2.8479 -0.4354 -2.3079 0.4 -1.0 0.0
C -3.1141 0.1740 -3.8059 0.2 -0.6 -0.3
C -2.0506 1.3221 -4.2921 0.1 0.5 -0.4
C -0.6297 0.7540 -4.8792 1.9 -4.0 -3.0
O -0.4800 -0.3614 -5.5978 -1.1 6.9 4.3
O 0.5845 1.5860 -4.5865 -2.8 -1.4 -1.7
H 0.0267 -0.1695 -2.3298 0.6 1.6 1.8
H 1.4520 0.5191 -1.3029 -2.4 0.0 0.0
H -0.0404 1.6316 -1.7390 0.6 -2.1 1.0
H -0.2712 0.3265 2.1791 1.4 0.2 -1.9
H 1.3775 -0.2565 1.3091 -2.3 1.0 -0.2
H 0.9833 2.2641 1.9667 -0.2 -0.4 -1.6
H 1.7747 1.9076 0.5121 -1.8 -0.3 0.9
H -1.5978 -2.1386 -0.4746 2.3 1.1 0.7
H -0.6113 -1.9660 1.1220 0.0 0.8 -2.7
H 1.7304 -2.1072 -0.0638 -2.2 -0.6 -1.5
H 0.7949 -2.2804 -1.7950 0.3 -0.3 2.2
H -0.3295 -4.1403 0.5437 1.7 -0.1 -2.0
H 1.4717 -4.6217 0.0643 -2.0 1.0 -0.9
H -0.8947 -4.0283 -2.1440 1.7 -1.6 0.4
H -0.6040 -5.8040 -1.3708 1.2 2.0 -1.4
H -1.9573 -1.2205 -2.4215 -1.8 1.9 0.6
H -3.7887 -1.0891 -1.9816 1.9 1.5 -0.6
H -4.2366 0.5213 -3.9037 2.6 -0.4 0.3
H -2.9879 -0.7379 -4.5645 -0.1 2.0 1.8
H -1.7957 2.1391 -3.4944 -0.6 -1.7 -1.4
H -2.5775 1.9007 -5.1935 1.4 -1.4 2.0
H 1.1822 1.6190 -5.4017 -1.3 -0.6 1.4
C -7.5742 1.4198 -3.1101 0.0 0.1 0.2
Cl -7.5139 -0.2094 -3.8041 -0.1 0.3 0.2
Cl -5.9686 1.9169 -2.5493 -0.3 -0.1 0.1
Cl -8.2057 2.5773 -4.2937 0.0 -0.1 0.1
H -8.2492 1.4032 -2.2506 0.2 0.0 -0.3
C 6.9976 -4.1753 -2.2707 0.1 -0.1 0.0
Cl 8.7100 -3.7222 -2.3164 -0.2 -0.1 0.0
Cl 6.5953 -4.9310 -0.7194 0.0 0.1 -0.2
Cl 5.9715 -2.7596 -2.5577 0.2 -0.1 0.0
H 6.8124 -4.9019 -3.0660 0.1 0.3 0.3
C 3.7321 4.1086 0.2928 0.0 0.3 0.1
Cl 3.7923 2.4794 -0.4012 0.3 0.1 -0.1
Cl 5.3376 4.6058 0.8536 -0.3 -0.1 0.0
Cl 3.1005 5.2662 -0.8908 0.1 -0.2 0.1
H 3.0570 4.0921 1.1523 0.2 0.0 -0.3
C 0.1066 5.4692 2.6584 -0.2 0.1 -0.2
Cl -0.9234 4.1717 3.2869 0.1 0.2 0.0
Cl 1.7786 5.2562 3.2046 -0.2 0.4 -0.1
Cl 0.0321 5.5209 0.8888 0.0 0.0 0.3
H -0.2638 6.4215 3.0465 0.2 -0.4 -0.2
C 7.7929 1.8425 3.0718 -0.1 0.0 0.0
Cl 8.5380 3.2730 2.3382 -0.1 -0.2 0.1
Cl 7.3361 2.1713 4.7518 0.1 -0.1 -0.2
Cl 6.3817 1.3255 2.1331 0.2 0.1 0.1
H 8.5257 1.0316 3.0666 -0.3 0.3 0.1
C 9.7054 -7.8004 -3.8361 0.1 0.0 0.0
Cl 8.0610 -7.3153 -3.3888 0.1 -0.2 0.0
Cl 10.2653 -6.8788 -5.2420 -0.1 -0.2 0.2
Cl 10.8117 -7.5834 -2.4691 -0.2 -0.1 -0.2
H 9.6912 -8.8604 -4.1026 0.0 0.4 0.1
C -2.5101 7.5200 4.9673 -0.3 -0.1 0.1
Cl -3.5401 6.2225 5.5958 0.2 0.2 -0.1
Cl -0.8381 7.3070 5.5135 0.0 0.1 0.0
Cl -2.5847 7.5716 3.1977 -0.1 0.1 0.2
H -2.8805 8.4723 5.3555 0.2 -0.4 -0.1
C -3.9941 11.9440 5.4413 -0.1 0.1 0.1
Cl -5.7476 12.0836 5.6540 0.3 0.0 -0.1
Cl -3.2011 11.6389 6.9961 0.0 0.0 -0.2
Cl -3.6081 10.6595 4.2835 -0.1 0.3 0.0
H -3.6190 12.8904 5.0434 -0.1 -0.3 0.1
C 12.1826 1.6528 1.6568 0.1 0.1 0.0
Cl 12.8607 2.1880 3.2038 -0.1 -0.1 -0.2
Cl 10.7279 0.6760 1.9197 0.4 -0.2 -0.1
Cl 11.8189 3.0445 0.6221 0.1 -0.2 0.1
H 12.9269 1.0326 1.1507 -0.3 0.2 0.2
C -3.1960 -3.4561 2.4900 -0.1 0.0 0.0
Cl -3.1357 -5.0853 1.7960 0.0 0.2 0.1
Cl -1.5904 -2.9590 3.0508 -0.3 -0.2 0.4
Cl -3.8275 -2.2986 1.3064 0.0 -0.1 0.2
H -3.8710 -3.4727 3.3495 0.3 0.0 -0.3
C 2.7012 2.4699 6.2438 0.0 0.0 0.0
Cl 1.6712 1.1724 6.8723 0.1 0.2 0.0
Cl 4.3732 2.2569 6.7900 -0.3 0.1 0.0
Cl 2.6266 2.5215 4.4742 0.1 -0.3 0.4
H 2.3308 3.4222 6.6319 0.1 -0.3 -0.1
C -6.1853 -2.7545 -6.3984 0.1 0.0 -0.1
Cl -6.6564 -2.0726 -7.9645 0.1 -0.1 0.2
Cl -5.0441 -1.6813 -5.5706 -0.2 -0.4 -0.3
Cl -7.6135 -3.0410 -5.3896 0.1 -0.1 -0.1
H -5.6905 -3.7129 -6.5750 -0.2 0.3 0.1
C -4.1598 -7.5579 -1.2126 -0.1 0.0 0.0
Cl -2.5224 -7.7071 -0.5521 -0.1 -0.1 -0.1
Cl -5.3573 -7.5322 0.0930 0.3 -0.1 -0.3
Cl -4.2973 -6.1011 -2.2117 0.0 -0.2 0.1
H -4.3571 -8.4282 -1.8437 0.1 0.3 0.2
C -9.5295 -7.5945 1.3682 0.0 0.0 0.0
Cl -9.4693 -9.2237 0.6742 0.0 0.2 0.1
Cl -7.9240 -7.0974 1.9290 -0.3 0.0 0.1
Cl -10.1610 -6.4370 0.1846 0.0 -0.1 0.2
H -10.2046 -7.6111 2.2277 0.2 0.0 -0.3
C 2.2919 3.6107 -7.4974 0.1 0.2 -0.1
Cl 1.3831 2.1227 -7.8131 0.2 0.0 -0.1
Cl 1.2931 5.0339 -7.8382 0.2 -0.2 0.0
Cl 2.8704 3.6431 -5.8229 0.0 0.0 -0.2
H 3.1595 3.6318 -8.1619 -0.3 0.0 0.2
C 0.5314 7.7204 8.9465 -0.2 0.1 0.1
Cl 1.7804 6.5766 8.4255 0.1 0.5 -0.2
Cl -0.3264 7.1002 10.3674 0.1 0.1 -0.2
Cl 1.2444 9.3051 9.2928 -0.1 -0.2 -0.1
H -0.1892 7.8374 8.1331 0.3 -0.1 0.3
C 6.5396 -3.4049 3.3044 0.1 -0.1 0.0
Cl 7.2847 -1.9744 2.5708 -0.1 -0.3 0.0
Cl 6.0828 -3.0760 4.9844 0.1 -0.1 -0.2
Cl 5.1284 -3.9218 2.3658 0.2 0.0 0.1
H 7.2725 -4.2158 3.2992 -0.3 0.3 0.0
C -2.4797 2.8272 -8.5656 0.0 -0.1 0.0
Cl -1.8016 3.3624 -7.0185 -0.1 0.1 -0.4
Cl -3.9344 1.8505 -8.3026 0.2 0.1 0.0
Cl -2.8434 4.2189 -9.6003 0.1 -0.2 0.1
H -1.7354 2.2071 -9.0717 -0.2 0.2 0.2
C -9.4065 -8.2544 -3.0110 0.0 0.0 0.0
Cl -9.3463 -9.8836 -3.7050 0.0 0.2 0.1
Cl -7.8010 -7.7572 -2.4502 -0.2 0.0 0.0
Cl -10.0380 -7.0968 -4.1946 0.0 -0.1 0.2
H -10.0816 -8.2709 -2.1515 0.3 0.0 -0.3
C 0.2786 2.5090 10.2471 0.1 -0.2 -0.1
Cl 1.0238 3.9394 9.5135 -0.2 -0.6 0.2
Cl -0.1782 2.8378 11.9271 0.1 0.0 -0.2
Cl -1.1325 1.9920 9.3085 0.2 0.0 0.1
H 1.0115 1.6981 10.2419 -0.3 0.3 0.0
```
Positions in Å, forces in eV/Å.

strongest force on any atom	8.7	eV/A
gap between HOMO and LUMO	8.59	eV
HOMO	-0.3398	hartree
LUMO energy	-0.7	eV

---

No. 5
This record from the Open Molecules 2025 dataset describes a single C4H9NO2 molecule. The level of theory is ωB97M-V/def2-TZVPD.

Geometry as XYZ:
```
16
Properties=species:S:1:pos:R:3:forces:R:3
C -1.4429 -0.2938 0.8007 -0.2 -0.2 -0.3
O -1.2214 0.8304 1.6066 0.2 -0.1 0.2
C 1.8511 0.3383 -0.1846 -0.1 0.0 0.0
C 0.5804 0.0881 -0.4958 0.2 0.1 -0.1
N -0.2295 -0.8494 0.2161 0.0 0.3 -0.1
O 0.4980 -1.3885 1.3098 0.1 -0.3 0.0
C -0.0885 0.6859 -1.7068 -0.1 0.1 -0.1
H -0.5812 0.5629 2.2814 -0.1 0.1 0.0
H -2.1134 0.0179 -0.0012 0.1 -0.1 0.1
H -1.9114 -1.1133 1.3583 0.1 0.1 -0.1
H 2.3271 -0.1322 0.6660 0.0 0.1 -0.1
H 2.4354 1.0180 -0.7972 -0.1 -0.1 0.1
H 0.6652 -2.2996 1.0354 0.0 0.1 0.1
H 0.0303 0.0340 -2.5784 0.0 0.0 0.1
H 0.3598 1.6531 -1.9396 0.0 -0.1 0.0
H -1.1590 0.8480 -1.5709 0.1 0.0 0.0
```
Positions in Å, forces in eV/Å.

strongest force on any atom	0.4	eV/A
gap between HOMO and LUMO	9.50	eV
HOMO	-0.3186	hartree
LUMO energy	0.8	eV
SMILES string	C=C(C)N(O)CO

---

No. 6
This record from the Open Molecules 2025 dataset describes a single C13H13NO3 molecule. The level of theory is ωB97M-V/def2-TZVPD.

Geometry as XYZ:
```
30
Properties=species:S:1:pos:R:3:forces:R:3
C 4.2997 0.9667 1.3812 -0.8 0.1 0.0
C 3.0446 0.5284 0.5547 -1.0 -0.1 -0.5
C 2.8892 -0.8208 -0.0060 -1.7 1.4 -0.3
C 1.6665 -1.1620 -0.7301 0.4 2.5 1.1
C 0.6547 -0.1247 -0.8754 0.3 -0.2 -0.2
C -0.6827 -0.5309 -1.6283 0.9 -0.5 1.7
C -1.5771 -1.2162 -0.5306 -0.8 1.7 -0.4
C -2.4816 -0.5381 0.2447 1.2 -3.0 -1.0
C -2.8603 0.9686 0.2802 -0.5 -0.5 0.8
N -3.2507 1.5218 -1.0386 0.6 -0.1 0.3
C -3.0198 -1.7067 1.1404 -0.6 2.8 0.0
O -3.6190 -1.4750 2.1463 0.0 -1.3 -0.3
O -2.6832 -2.9830 0.6404 1.4 1.0 0.4
C -1.5363 -2.7283 -0.1407 0.0 2.5 -1.0
O -0.6539 -3.4634 -0.4418 -0.9 -0.6 0.4
C 0.7774 1.2342 -0.3475 2.0 -2.3 0.2
C 2.0034 1.5532 0.3759 -0.5 -2.1 -0.8
H 4.3726 2.0861 1.2824 0.3 -1.2 0.0
H 5.2407 0.4471 1.0786 -0.8 0.6 0.0
H 4.1550 0.7663 2.4771 0.0 0.0 -1.0
H 3.6748 -1.6014 0.1068 -0.6 0.9 0.0
H 1.4556 -2.1732 -1.1590 0.4 1.1 0.5
H -1.1228 0.4255 -1.9951 -0.1 -1.1 0.1
H -0.4743 -1.2614 -2.4523 -0.2 0.8 0.7
H -1.9913 1.5388 0.7191 -1.0 -0.6 -0.2
H -3.7657 1.0621 0.9440 1.2 -0.1 -0.3
H -4.1042 2.0720 -0.9540 0.4 -0.2 0.0
H -2.5009 2.1280 -1.3767 -0.6 -0.2 0.0
H -0.0680 1.9318 -0.5269 0.9 -0.4 0.3
H 2.1578 2.5547 0.8313 -0.1 -0.8 -0.5
```
Positions in Å, forces in eV/Å.

strongest force on any atom	3.4	eV/A
gap between HOMO and LUMO	8.54	eV
HOMO	-0.3233	hartree
LUMO energy	-0.3	eV
SMILES string	Cc1ccc(CC2=C(CN)C(=O)OC2=O)cc1

---

strongest force on any atom of number 4 (C32H42Cl61NO6S)?
8.7 eV/A